## w
DFT (ωB97M-V with the def2-TZVPD basis set) results for a cluster of 2 separate species, C4H14NO in total.

## Properties
2S+1: 1
Kohn-Sham gap in eV: 11.80
Net charge: +1
Highest occupied orbital energy in eV: -15.2

Bonds (Å) are listed after each position.
CARTESIAN COORDINATES (ANGSTROEM)
1 C -0.6320 0.2350 -0.8955  C2 1.533, N5 1.552, H6 1.082, H7 1.082
2 C -0.6942 -0.0716 0.6049  C1 1.533, C3 1.571, C4 1.532, H8 1.089
3 C -1.8644 0.8476 1.1077  C2 1.571, H9 1.107, H10 1.086, H11 1.103
4 C -0.8008 -1.4334 1.2976  C2 1.532, H12 1.085, H13 1.092, H14 1.110
5 N 0.6538 -0.4033 -1.4850  C1 1.552, H15 1.011, H16 1.014, H17 1.026
6 H -1.4088 -0.1584 -1.5372  C1 1.082
7 H -0.4984 1.3055 -0.9798  C1 1.082
8 H 0.1644 0.4322 1.0472  C2 1.089
9 H -2.3322 1.3797 0.2565  C3 1.107
10 H -2.6045 0.3418 1.7209  C3 1.086
11 H -1.5034 1.7085 1.6952  C3 1.103
12 H -0.5336 -2.3259 0.7420  C4 1.085
13 H -1.8244 -1.6167 1.6311  C4 1.092
14 H -0.1532 -1.4834 2.1972  C4 1.110
15 H 1.1339 0.3574 -1.9459  N5 1.011
16 H 1.2270 -0.8466 -0.7750  N5 1.014
17 H 0.3013 -1.0756 -2.1750  N5 1.026
18 H 3.2172 0.3909 0.2745  O20 0.967
19 H 3.2447 1.3055 -0.9034  O20 0.967
20 O 2.6378 0.7267 -0.4229  H18 0.967, H19 0.967

Atom charges from the Mulliken analysis, given in e for atoms 1 to 5: -0.8755 0.7361 -1.3011 -1.3007 -0.2474



## x
DFT (ωB97M-V with the def2-TZVPD basis set) results for a cluster of 2 separate species, C4H14NO in total.

## Properties
2S+1: 1
Kohn-Sham gap in eV: 12.25
Net charge: +1
Highest occupied orbital energy in eV: -15.4

Bonds (Å) are listed after each position.
CARTESIAN COORDINATES (ANGSTROEM)
1 C 1.7089 1.2901 -0.8534  C2 1.505, H6 1.090, H7 1.087, H8 1.094
2 C 0.6608 0.4572 -0.1654  C1 1.505, C3 1.548, N5 1.520, H9 1.077
3 C -0.7546 0.6116 -0.7728  C2 1.548, C4 1.523, H10 1.089, H11 1.101
4 C -1.8927 0.8235 0.2165  C3 1.523, H12 1.081, H13 1.094, H14 1.086
5 N 1.0636 -1.0071 -0.1049  C2 1.520, H15 1.019, H16 1.025, H17 1.016
6 H 1.6376 2.3197 -0.5030  C1 1.090
7 H 1.7176 1.2820 -1.9402  C1 1.087
8 H 2.7151 1.0449 -0.4999  C1 1.094
9 H 0.4874 0.8275 0.8308  C2 1.077
10 H -0.7002 1.4468 -1.4700  C3 1.089
11 H -0.9532 -0.1098 -1.5798  C3 1.101
12 H -2.7128 1.2837 -0.3174  C4 1.081
13 H -2.2730 -0.1297 0.5951  C4 1.094
14 H -1.5485 1.3466 1.1040  C4 1.086
15 H 2.0632 -1.0176 -0.3015  N5 1.019
16 H 0.9137 -1.3991 0.8304  N5 1.025
17 H 0.5221 -1.5628 -0.7609  N5 1.016
18 H -1.1725 -1.9583 2.3690  O20 0.966
19 H -0.8125 -3.2491 1.7057  O20 0.964
20 O -0.6699 -2.3000 1.6178  H18 0.966, H19 0.964

Atom charges from the Mulliken analysis, given in e for atoms 1 to 5: -1.5752 0.3097 -0.7138 -1.1862 -0.1999



If we sort the structures by their calculated energies, the order from most to least stable is x, w.



## w
DFT (ωB97M-V with the def2-TZVPD basis set) results for an isolated molecule of C20H30ClN3O3.

## Properties
2S+1: 1
Kohn-Sham gap in eV: 9.92
Structure (SMILES): CC[C@H](C)[C@@H](CC(=O)N[C@@]1(CO)CC[C@H](C)C1)NC(=O)c1cncc(Cl)c1
Highest occupied orbital energy in eV: -9.6

Bonds (Å) are listed after each position.
CARTESIAN COORDINATES (ANGSTROEM)
1 C -2.6699 -1.4246 -3.0186  C2 1.525, H28 1.090, H29 1.093, H30 1.090
2 C -2.1640 -0.8867 -1.6846  C1 1.525, C3 1.531, H31 1.091, H32 1.094
3 C -0.6557 -1.0527 -1.4789  C2 1.531, C4 1.527, C5 1.537, H33 1.098
4 C -0.2547 -2.5260 -1.4419  C3 1.527, H34 1.094, H35 1.089, H36 1.090
5 C -0.2138 -0.3370 -0.1930  C3 1.537, C6 1.543, N18 1.457, H37 1.094
6 C 1.2970 -0.4907 0.0790  C5 1.543, C7 1.518, H38 1.089, H39 1.092
7 C 1.7492 0.4892 1.1460  C6 1.518, O8 1.222, N9 1.356
8 O 2.1557 1.6041 0.8536  C7 1.222
9 N 1.6064 0.0622 2.4256  C7 1.356, C10 1.475, H40 1.007
10 C 1.8392 0.8877 3.6260  N9 1.475, C11 1.525, C13 1.533, C17 1.531
11 C 3.3118 1.2738 3.7193  C10 1.525, O12 1.419, H41 1.092, H42 1.092
12 O 4.1837 0.1552 3.6762  C11 1.419, H43 0.964
13 C 0.9056 2.1031 3.6587  C10 1.533, C14 1.531, H44 1.094, H45 1.088
14 C -0.4692 1.5110 3.9805  C13 1.531, C15 1.550, H46 1.091, H47 1.090
15 C -0.1944 0.2653 4.8611  C14 1.550, C16 1.524, C17 1.546, H48 1.093
16 C -0.7105 0.4188 6.2871  C15 1.524, H49 1.093, H50 1.091, H51 1.092
17 C 1.3394 0.0778 4.8256  C10 1.531, C15 1.546, H52 1.093, H53 1.093
18 N -0.5346 1.0840 -0.2152  C5 1.457, C19 1.355, H54 1.007
19 C -1.5313 1.6058 0.5393  N18 1.355, O20 1.220, C21 1.500
20 O -2.3703 0.9206 1.1013  C19 1.220
21 C -1.5314 3.1002 0.6702  C19 1.500, C22 1.391, C27 1.389
22 C -2.7408 3.7351 0.9352  C21 1.391, N23 1.329, H55 1.083
23 N -2.8546 5.0486 1.1009  C22 1.329, C24 1.329
24 C -1.7508 5.7845 1.0231  N23 1.329, C25 1.387, H56 1.083
25 C -0.5020 5.2327 0.7761  C24 1.387, Cl26 1.732, C27 1.383
26 Cl 0.8932 6.2574 0.7173  C25 1.732
27 C -0.3766 3.8684 0.5908  C21 1.389, C25 1.383, H57 1.084
28 H -3.7198 -1.1692 -3.1624  C1 1.090
29 H -2.1080 -0.9954 -3.8518  C1 1.093
30 H -2.5878 -2.5096 -3.0861  C1 1.090
31 H -2.4123 0.1734 -1.6126  C2 1.091
32 H -2.6875 -1.3756 -0.8573  C2 1.094
33 H -0.1368 -0.5663 -2.3153  C3 1.098
34 H -0.7128 -3.0239 -0.5822  C4 1.094
35 H -0.5898 -3.0429 -2.3397  C4 1.089
36 H 0.8250 -2.6614 -1.3794  C4 1.090
37 H -0.7884 -0.7480 0.6419  C5 1.094
38 H 1.5208 -1.5181 0.3633  C6 1.089
39 H 1.8649 -0.2554 -0.8232  C6 1.092
40 H 1.1683 -0.8347 2.5607  N9 1.007
41 H 3.5531 1.9747 2.9174  C11 1.092
42 H 3.4716 1.7698 4.6788  C11 1.092
43 H 3.7592 -0.5291 3.1472  O12 0.964
44 H 1.2451 2.7624 4.4626  C13 1.094
45 H 0.9403 2.6710 2.7311  C13 1.088
46 H -1.1127 2.2282 4.4923  C14 1.091
47 H -0.9869 1.2248 3.0646  C14 1.090
48 H -0.6831 -0.6057 4.4162  C15 1.093
49 H -0.2781 1.3086 6.7521  C16 1.093
50 H -1.7961 0.5248 6.3044  C16 1.091
51 H -0.4445 -0.4424 6.9032  C16 1.092
52 H 1.6487 -0.9692 4.7832  C17 1.093
53 H 1.7917 0.4981 5.7271  C17 1.093
54 H 0.1536 1.7085 -0.6042  N18 1.007
55 H -3.6421 3.1415 1.0209  C22 1.083
56 H -1.8529 6.8536 1.1653  C24 1.083
57 H 0.6016 3.4286 0.4304  C27 1.084

Atom charges from the Mulliken analysis, given in e for atoms 1 to 5: -1.4358 -0.1849 0.3023 -1.6292 -0.2751



## x
DFT (ωB97M-V with the def2-TZVPD basis set) results for an isolated molecule of C20H30ClN3O3.

## Properties
2S+1: 1
Kohn-Sham gap in eV: 9.94
Structure (SMILES): CC[C@H](C)[C@@H](CC(=O)N[C@@]1(CO)CC[C@H](C)C1)NC(=O)c1cncc(Cl)c1
Highest occupied orbital energy in eV: -9.6

Bonds (Å) are listed after each position.
CARTESIAN COORDINATES (ANGSTROEM)
1 C 3.1687 2.6246 1.2778  C2 1.524, H28 1.090, H29 1.093, H30 1.090
2 C 2.4475 1.3442 0.8726  C1 1.524, C3 1.530, H31 1.091, H32 1.095
3 C 0.9224 1.4383 0.9596  C2 1.530, C4 1.527, C5 1.536, H33 1.099
4 C 0.4558 1.6459 2.3986  C3 1.527, H34 1.094, H35 1.089, H36 1.090
5 C 0.2713 0.1890 0.3481  C3 1.536, C6 1.539, N18 1.456, H37 1.094
6 C -1.2651 0.2294 0.4278  C5 1.539, C7 1.517, H38 1.090, H39 1.092
7 C -1.8817 -0.8105 -0.4884  C6 1.517, O8 1.227, N9 1.348
8 O -2.2044 -0.5265 -1.6377  C7 1.227
9 N -1.9995 -2.0476 0.0333  C7 1.348, C10 1.471, H40 1.007
10 C -2.5467 -3.2213 -0.6634  N9 1.471, C11 1.524, C13 1.533, C17 1.530
11 C -3.9988 -2.9805 -1.0585  C10 1.524, O12 1.422, H41 1.091, H42 1.092
12 O -4.8129 -2.6962 0.0720  C11 1.422, H43 0.960
13 C -1.6657 -3.6151 -1.8541  C10 1.533, C14 1.532, H44 1.094, H45 1.088
14 C -0.4128 -4.2181 -1.2113  C13 1.532, C15 1.550, H46 1.091, H47 1.090
15 C -0.8867 -4.8495 0.1229  C14 1.550, C16 1.523, C17 1.544, H48 1.093
16 C -0.7259 -6.3641 0.1587  C15 1.523, H49 1.093, H50 1.091, H51 1.092
17 C -2.3632 -4.4228 0.2652  C10 1.530, C15 1.544, H52 1.092, H53 1.093
18 N 0.6526 -0.0025 -1.0444  C5 1.456, C19 1.356, H54 1.008
19 C 1.4878 -0.9988 -1.4295  N18 1.356, O20 1.220, C21 1.501
20 O 2.1812 -1.6272 -0.6472  C19 1.220
21 C 1.5108 -1.3013 -2.8992  C19 1.501, C22 1.391, C27 1.389
22 C 2.6617 -1.8701 -3.4340  C21 1.391, N23 1.328, H55 1.083
23 N 2.7832 -2.2118 -4.7117  C22 1.328, C24 1.328
24 C 1.7395 -2.0154 -5.5097  N23 1.328, C25 1.387, H56 1.084
25 C 0.5473 -1.4699 -5.0583  C24 1.387, Cl26 1.732, C27 1.382
26 Cl -0.7794 -1.2760 -6.1551  C25 1.732
27 C 0.4193 -1.0977 -3.7335  C21 1.389, C25 1.382, H57 1.084
28 H 4.2387 2.5393 1.0874  C1 1.090
29 H 2.7984 3.4797 0.7070  C1 1.093
30 H 3.0456 2.8526 2.3368  C1 1.090
31 H 2.7261 1.0910 -0.1514  C2 1.091
32 H 2.7854 0.5072 1.4914  C2 1.095
33 H 0.5978 2.2983 0.3573  C3 1.099
34 H 0.6959 0.7689 3.0074  C4 1.094
35 H 0.9499 2.5054 2.8484  C4 1.089
36 H -0.6173 1.8241 2.4655  C4 1.090
37 H 0.6443 -0.6903 0.8812  C5 1.094
38 H -1.5848 0.0834 1.4596  C6 1.090
39 H -1.6279 1.2030 0.0923  C6 1.092
40 H -1.7708 -2.1610 1.0069  N9 1.007
41 H -4.0529 -2.1805 -1.7978  C11 1.091
42 H -4.3801 -3.8971 -1.5141  C11 1.092
43 H -4.9430 -1.7464 0.1249  O12 0.960
44 H -2.2061 -4.3724 -2.4300  C13 1.094
45 H -1.4667 -2.7770 -2.5185  C13 1.088
46 H 0.0662 -4.9539 -1.8590  C14 1.091
47 H 0.3274 -3.4417 -1.0177  C14 1.090
48 H -0.3021 -4.4275 0.9448  C15 1.093
49 H -1.2566 -6.8217 -0.6806  C16 1.093
50 H 0.3242 -6.6514 0.0886  C16 1.091
51 H -1.1311 -6.7867 1.0805  C16 1.092
52 H -2.6637 -4.2055 1.2921  C17 1.092
53 H -3.0170 -5.2244 -0.0888  C17 1.093
54 H 0.0602 0.4189 -1.7422  N18 1.008
55 H 3.5110 -2.0517 -2.7873  C22 1.083
56 H 1.8443 -2.3063 -6.5483  C24 1.084
57 H -0.5226 -0.7024 -3.3692  C27 1.084

Atom charges from the Mulliken analysis, given in e for atoms 1 to 5: -1.4259 -0.1759 0.2737 -1.6120 -0.2436



If we sort the structures by their calculated energies, the order from most to least stable is x, w.